1.
{
  "formula": "C43H42N4O4P2RuS",
  "method": "ωB97M-V/def2-TZVPD",
  "total_energy_ev": -91382.944,
  "total_charge": 4,
  "orbital_gap_ha": [0.11095, 0.11066],
  "lumo_ev": [-14.58, -14.59],
  "elements": ["Ru", "O", "C", "O", "C", "C", "C", "C", "C", "N", "C", "O", "O", "H", "H", "H", "H", "H", "C", "N", "C", "P", "C", "C", "C", "C", "C", "C", "C", "C", "C", "C", "C", "C", "C", "C", "C", "C", "C", "C", "P", "C", "C", "C", "C", "C", "C", "C", "C", "C", "C", "C", "C", "H", "H", "H", "H", "H", "H", "H", "H", "H", "H", "H", "H", "H", "H", "H", "H", "H", "H", "H", "H", "H", "H", "H", "H", "H", "H", "H", "H", "H", "S", "C", "N", "C", "C", "C", "N", "H", "H", "H", "H", "H", "H", "H", "H"],
  "coordinates": [[1.078, 0.149, -0.221], [3.545, -3.314, 0.133], [2.980, -2.158, 0.025], [1.757, -1.983, -0.018], [3.912, -0.988, -0.028], [5.296, -1.034, -0.128], [5.976, 0.170, -0.271], [5.262, 1.367, -0.331], [3.880, 1.318, -0.219], [3.241, 0.156, -0.055], [2.905, 2.452, -0.372], [3.277, 3.689, -0.441], [1.687, 2.213, -0.480], [2.897, -4.045, 0.147], [5.816, -1.983, -0.111], [7.055, 0.179, -0.360], [5.794, 2.298, -0.477], [4.229, 3.844, -0.324], [-2.327, 0.895, 0.811], [-2.246, 0.116, 2.037], [-1.040, 0.395, 2.797], [0.550, -0.252, 2.094], [1.644, 0.598, 3.253], [2.257, 1.790, 2.864], [2.983, 2.539, 3.776], [3.101, 2.102, 5.088], [2.476, 0.928, 5.489], [1.744, 0.179, 4.582], [0.533, -2.015, 2.480], [1.636, -2.622, 3.089], [1.610, -3.979, 3.375], [0.496, -4.739, 3.043], [-0.586, -4.147, 2.403], [-0.565, -2.792, 2.114], [-3.241, -0.714, 2.477], [-3.345, -1.076, 3.846], [-4.375, -1.873, 4.278], [-5.327, -2.355, 3.375], [-5.230, -2.020, 2.021], [-4.218, -1.209, 1.576], [-1.200, 0.470, -0.617], [-1.523, 1.970, -1.576], [-2.111, 1.943, -2.842], [-2.452, 3.131, -3.473], [-2.179, 4.351, -2.867], [-1.549, 4.386, -1.629], [-1.225, 3.203, -0.986], [-2.031, -0.948, -1.357], [-1.408, -2.196, -1.312], [-2.070, -3.325, -1.776], [-3.350, -3.212, -2.296], [-3.980, -1.972, -2.338], [-3.332, -0.846, -1.864], [-2.105, 1.933, 1.075], [-3.337, 0.872, 0.405], [-1.077, -0.050, 3.787], [-0.893, 1.476, 2.894], [2.126, 2.158, 1.854], [3.445, 3.469, 3.475], [3.665, 2.684, 5.803], [2.555, 0.597, 6.515], [1.258, -0.727, 4.916], [2.507, -2.039, 3.360], [2.454, -4.441, 3.868], [0.473, -5.794, 3.284], [-1.443, -4.745, 2.125], [-1.402, -2.358, 1.580], [-2.667, -0.666, 4.579], [-4.470, -2.107, 5.329], [-6.141, -2.974, 3.724], [-5.960, -2.406, 1.325], [-4.137, -0.990, 0.524], [-2.332, 1.002, -3.329], [-2.950, 3.105, -4.433], [-2.464, 5.274, -3.354], [-1.333, 5.335, -1.157], [-0.745, 3.252, -0.015], [-0.403, -2.297, -0.918], [-1.583, -4.290, -1.739], [-3.860, -4.089, -2.672], [-4.980, -1.886, -2.740], [-3.851, 0.106, -1.882], [1.396, -0.367, -2.495], [0.846, 0.689, -3.804], [1.116, 1.977, -3.818], [0.945, 2.817, -5.017], [1.013, 1.934, -6.252], [0.027, 0.787, -6.109], [0.287, 0.096, -4.836], [1.489, 2.384, -2.976], [1.736, 3.565, -5.009], [-0.014, 3.333, -4.949], [2.023, 1.540, -6.378], [0.775, 2.520, -7.138], [0.136, 0.055, -6.907], [-1.006, 1.142, -6.111], [0.171, -0.907, -4.789]],
  "mulliken_charge": [-0.730, -0.480, -0.296, 0.200, 0.310, -0.825, -0.972, -1.178, 1.047, 0.960, 0.725, -0.390, -0.479, 0.456, 0.660, 0.503, 0.420, 0.341, -2.112, 0.600, -1.250, 3.139, 0.744, -0.922, -0.848, -0.731, -0.946, -0.667, 0.670, -0.611, -1.107, -0.853, -1.303, -0.247, 1.681, -0.433, -1.016, -0.336, -1.067, 0.139, 2.257, 1.270, -0.045, -1.221, -0.764, -0.945, -0.761, 1.141, -1.308, -0.809, -0.852, -0.890, -0.882, 0.861, 0.832, 0.358, 0.466, 0.191, 0.528, 0.460, 0.493, 0.466, 0.659, 0.518, 0.493, 0.550, 0.442, 0.584, 0.495, 0.501, 0.515, 0.239, 0.598, 0.494, 0.487, 0.525, 0.131, 0.469, 0.571, 0.499, 0.552, 0.542, -0.552, 0.410, 0.239, -0.538, -0.705, -0.596, -0.016, -0.113, 0.425, 0.250, 0.298, 0.395, 0.440, 0.276, 0.278]
}

2.
{
  "formula": "C3H3N3O",
  "method": "ωB97M-V/def2-TZVPD",
  "relative_energy_ev": 0.919,
  "total_energy_ev": -9676.535,
  "total_charge": 0,
  "orbital_gap_ha": 0.37775,
  "lumo_ev": 0.55,
  "elements": ["N", "C", "C", "C", "O", "H", "H", "H", "N", "N"],
  "coordinates": [[2.121, 0.114, 0.210], [1.041, -0.446, 0.173], [-0.101, -1.107, 0.277], [-1.423, -0.495, 0.486], [-2.396, -1.136, 0.816], [2.537, 0.439, -0.661], [-0.051, -2.190, 0.243], [-1.505, 0.592, 0.309], [0.317, 2.019, -1.210], [-0.624, 2.407, -0.787]],
  "nbo_charge": [-0.607, 0.492, -0.553, 0.404, -0.527, 0.399, 0.269, 0.119, -0.010, 0.013]
}

3.
{
  "formula": "C5H10N",
  "method": "ωB97M-V/def2-TZVPD",
  "relative_energy_ev": 2.641,
  "total_energy_ev": -6827.561,
  "total_charge": 1,
  "orbital_gap_ha": 0.40458,
  "lumo_ev": -3.58,
  "elements": ["C", "C", "C", "N", "C", "C", "H", "H", "H", "H", "H", "H", "H", "H", "H", "H"],
  "coordinates": [[2.177, -0.886, 0.060], [1.205, -0.068, -0.153], [0.963, 1.450, -0.002], [-0.495, 1.270, -0.069], [-0.633, -0.245, -0.463], [-1.566, -1.297, 0.094], [2.110, -1.943, -0.019], [3.218, -0.540, 0.267], [1.385, 1.856, 0.939], [1.310, 2.023, -0.871], [-0.875, 1.350, 0.851], [-1.075, 1.823, -0.820], [-0.672, -0.234, -1.533], [-1.437, -2.129, -0.513], [-2.637, -1.126, 0.031], [-1.492, -1.480, 1.090]],
  "nbo_charge": [-0.379, 0.028, -0.287, -0.529, -0.020, -0.660, 0.242, 0.241, 0.259, 0.247, 0.438, 0.461, 0.212, 0.261, 0.251, 0.234]
}

4.
{
  "formula": "C4H7N3",
  "method": "ωB97M-V/def2-TZVPD",
  "relative_energy_ev": 4.795,
  "total_energy_ev": -8726.884,
  "total_charge": 0,
  "orbital_gap_ha": 0.32152,
  "lumo_ev": 0.76,
  "elements": ["C", "N", "C", "N", "N", "C", "C", "H", "H", "H", "H", "H", "H", "H"],
  "coordinates": [[-2.137, 0.604, 0.581], [-1.314, -0.289, -0.214], [0.055, -0.147, -0.131], [0.821, -0.689, -1.228], [2.018, -0.784, -0.686], [2.061, -0.265, 0.602], [0.833, 0.177, 1.042], [-1.661, 0.713, 1.557], [-2.245, 1.605, 0.134], [-3.130, 0.165, 0.708], [-1.657, -0.501, -1.141], [2.799, -0.939, -1.310], [3.023, -0.280, 1.105], [0.536, 0.631, -1.020]],
  "nbo_charge": [-0.415, -0.588, 0.110, -0.255, -0.328, -0.124, -0.353, 0.242, 0.175, 0.200, 0.383, 0.406, 0.208, 0.339]
}

Please write out number 3 again, unchanged.
{
  "formula": "C5H10N",
  "method": "ωB97M-V/def2-TZVPD",
  "relative_energy_ev": 2.641,
  "total_energy_ev": -6827.561,
  "total_charge": 1,
  "orbital_gap_ha": 0.40458,
  "lumo_ev": -3.58,
  "elements": ["C", "C", "C", "N", "C", "C", "H", "H", "H", "H", "H", "H", "H", "H", "H", "H"],
  "coordinates": [[2.177, -0.886, 0.060], [1.205, -0.068, -0.153], [0.963, 1.450, -0.002], [-0.495, 1.270, -0.069], [-0.633, -0.245, -0.463], [-1.566, -1.297, 0.094], [2.110, -1.943, -0.019], [3.218, -0.540, 0.267], [1.385, 1.856, 0.939], [1.310, 2.023, -0.871], [-0.875, 1.350, 0.851], [-1.075, 1.823, -0.820], [-0.672, -0.234, -1.533], [-1.437, -2.129, -0.513], [-2.637, -1.126, 0.031], [-1.492, -1.480, 1.090]],
  "nbo_charge": [-0.379, 0.028, -0.287, -0.529, -0.020, -0.660, 0.242, 0.241, 0.259, 0.247, 0.438, 0.461, 0.212, 0.261, 0.251, 0.234]
}